No. 1
Molecular formula: C11H26BN2O2S
Method: DFT, wB97M-V/def2-TZVPD

Positions of all 43 atoms, in Å:
O  -4.76084  -0.94694  -2.65785
N  -4.87393  -1.42940  -3.72656
O  -4.30267  -2.71313  -3.76542
B  -2.87472  -2.53346  -3.73896
C  -1.85400  -3.72191  -3.44113
C  -1.81993  -4.18615  -1.95452
C  -1.40327  -3.07418  -0.93971
S  0.32919  -3.38924  -0.32587
H  -2.42524  -1.44691  -3.92555
H  -0.86716  -3.39893  -3.82307
H  -2.17610  -4.59174  -4.05398
H  -1.05598  -4.98214  -1.88693
H  -2.79895  -4.61172  -1.67659
H  -2.03587  -3.20435  -0.04497
H  -1.48360  -2.04792  -1.32251
H  1.02880  -2.25272  -0.66543
C  2.13901  4.35885  -0.18856
C  0.89516  3.68146  0.38872
C  1.14717  2.91831  1.68846
N  1.44958  1.44184  1.51038
C  2.58950  1.21150  0.56852
C  1.79958  0.84917  2.88001
C  0.47719  0.36226  3.42771
C  -0.17018  -0.25637  2.20232
C  0.19956  0.67468  1.05513
H  2.84243  3.64564  -0.61732
H  1.85468  5.04820  -0.98321
H  2.66403  4.93308  0.57659
H  0.42177  3.05211  -0.36899
H  0.17888  4.47379  0.61776
H  0.26101  2.96320  2.32131
H  1.98070  3.35223  2.24124
H  3.43906  1.80157  0.90473
H  2.27916  1.49590  -0.43317
H  2.83519  0.15165  0.57833
H  2.48271  0.01600  2.71823
H  2.28644  1.60693  3.49045
H  -0.11877  1.19513  3.80761
H  0.60615  -0.35375  4.23760
H  -1.24860  -0.36112  2.31140
H  0.23861  -1.25270  2.01833
H  -0.58993  1.39459  0.85049
H  0.43421  0.12672  0.14500

As for the total charge: +1. The largest force on an atom comes out at 0.054 hartree/bohr. For the total energy, the calculation gives -30406.9404 eV. For the LUMO energy, the calculation gives -2.499 eV.



No. 2
Molecular formula: C11H26N7O4
Method: DFT, wB97M-V/def2-TZVPD

Positions of all 48 atoms, in Å:
N  4.22736  0.19009  2.49769
C  2.89295  0.07088  1.91521
C  2.19877  1.42455  1.91827
O  1.78557  1.79121  3.22791
C  0.94987  1.47606  1.01702
C  0.00382  0.37804  1.29165
N  0.05383  -0.84876  0.76906
C  -0.96080  -1.53319  1.29266
N  -1.26899  -2.81113  1.02719
N  -1.65734  -0.75085  2.13643
N  -1.02228  0.45152  2.13662
O  -1.39580  1.46632  2.93873
H  4.56460  -0.72914  2.75791
H  4.88540  0.52429  1.80288
H  2.31814  -0.64673  2.50988
H  2.89821  -0.32232  0.89060
H  2.90275  2.17958  1.56266
H  1.94905  1.05531  3.82838
H  1.22624  1.43708  -0.03745
H  0.47251  2.43859  1.20134
H  -1.24547  -3.12589  0.06744
H  -1.53110  -3.48035  1.72871
H  -2.46982  -0.97064  2.69241
H  -2.19487  1.85924  2.54662
C  -1.70027  4.49355  -1.25408
C  -0.38889  5.12504  -0.83837
O  0.67263  4.52523  -0.92785
N  -0.43174  6.39430  -0.36847
C  -1.58553  7.25999  -0.20496
H  -1.49378  3.48879  -1.61078
H  -2.39468  4.44414  -0.41359
H  -2.17017  5.06051  -2.05727
H  0.47333  6.76000  -0.11517
H  -1.47354  8.16232  -0.80634
H  -1.69690  7.55475  0.83911
H  -2.49015  6.75014  -0.51816
C  -1.42176  -5.20040  -3.80908
C  -1.26087  -5.58980  -2.35883
O  -2.09939  -5.29182  -1.51602
N  -0.15552  -6.29661  -2.02076
C  0.92637  -6.74145  -2.88157
H  -2.35196  -4.65124  -3.91199
H  -0.59604  -4.56857  -4.13785
H  -1.46095  -6.08349  -4.44664
H  -0.11371  -6.54221  -1.04415
H  0.99988  -7.82908  -2.86992
H  1.87764  -6.32805  -2.54477
H  0.75336  -6.41979  -3.90234

As for the total charge: +1. The largest force on an atom comes out at 0.011 hartree/bohr. The value obtained for the relative energy (zero: lowest compared OMol25 entry of this formula, charge and spin) is 0.0 kJ/mol. For the total energy, the calculation gives -30442.2277 eV. For the LUMO energy, the calculation gives -2.961 eV.



No. 3
Molecular formula: C11H27AlI2OP2
Method: DFT, wB97M-V/def2-TZVPD

Positions of all 44 atoms, in Å:
I  -3.47543  0.47323  -1.15066
I  2.91069  1.06312  -0.94023
Al  -1.01308  0.76732  -1.66820
P  -0.52065  -2.30607  -0.97041
C  -0.93537  -3.27156  0.47505
C  -1.86323  -2.54301  -2.14915
H  -1.80613  -3.59772  -2.48387
H  0.73930  -3.87426  -2.22788
H  -1.74094  -1.88056  -3.02319
H  1.05992  -2.18203  -2.74270
H  -1.90052  -2.91397  0.86556
H  -2.84201  -2.36580  -1.67155
C  0.93195  -2.84884  -1.87380
H  -1.09253  -4.31765  0.18012
H  1.81209  -2.80002  -1.21791
H  -0.14645  -3.18967  1.24040
P  -0.59182  3.00395  -1.29998
C  -0.80157  3.74401  0.36247
C  0.90198  3.81245  -1.97184
H  -2.01274  3.16365  -3.24660
H  -1.74494  4.76541  -2.47765
H  -2.91092  3.58761  -1.75711
C  -1.95842  3.70412  -2.29063
H  1.19942  3.26381  -2.87583
H  0.69793  4.87030  -2.21292
H  -0.80447  4.84326  0.28452
H  0.03704  3.42890  1.00262
H  1.72192  3.72229  -1.24002
H  -1.74875  3.40773  0.81040
C  -0.90359  0.07651  0.63329
O  -1.25503  0.41092  1.71828
C  0.99655  -0.73535  4.14684
C  1.60613  -0.85566  2.74893
C  2.64061  -1.94540  2.48525
C  -0.19751  -0.57152  -0.35003
H  0.24059  -1.50250  4.33756
H  0.54277  0.25679  4.23398
H  1.78338  -0.80490  4.89847
H  2.03606  0.10488  2.45255
H  2.19652  -2.94960  2.47915
H  3.11022  -1.76484  1.50725
H  3.41834  -1.92733  3.25297
H  0.88480  -0.33087  -0.30297
H  0.79790  -0.99113  2.02946

As for the total charge: +2. The largest force on an atom comes out at 0.098 hartree/bohr. The value obtained for the relative energy (zero: lowest compared OMol25 entry of this formula, charge and spin) is 43.1 kJ/mol. For the total energy, the calculation gives -55253.1614 eV. For the LUMO energy (spin up / spin down), the calculation gives -8.457 / -9.614 eV.



What did the third record say?
Molecular formula: C11H27AlI2OP2
Method: DFT, wB97M-V/def2-TZVPD

Positions of all 44 atoms, in Å:
I  -3.47543  0.47323  -1.15066
I  2.91069  1.06312  -0.94023
Al  -1.01308  0.76732  -1.66820
P  -0.52065  -2.30607  -0.97041
C  -0.93537  -3.27156  0.47505
C  -1.86323  -2.54301  -2.14915
H  -1.80613  -3.59772  -2.48387
H  0.73930  -3.87426  -2.22788
H  -1.74094  -1.88056  -3.02319
H  1.05992  -2.18203  -2.74270
H  -1.90052  -2.91397  0.86556
H  -2.84201  -2.36580  -1.67155
C  0.93195  -2.84884  -1.87380
H  -1.09253  -4.31765  0.18012
H  1.81209  -2.80002  -1.21791
H  -0.14645  -3.18967  1.24040
P  -0.59182  3.00395  -1.29998
C  -0.80157  3.74401  0.36247
C  0.90198  3.81245  -1.97184
H  -2.01274  3.16365  -3.24660
H  -1.74494  4.76541  -2.47765
H  -2.91092  3.58761  -1.75711
C  -1.95842  3.70412  -2.29063
H  1.19942  3.26381  -2.87583
H  0.69793  4.87030  -2.21292
H  -0.80447  4.84326  0.28452
H  0.03704  3.42890  1.00262
H  1.72192  3.72229  -1.24002
H  -1.74875  3.40773  0.81040
C  -0.90359  0.07651  0.63329
O  -1.25503  0.41092  1.71828
C  0.99655  -0.73535  4.14684
C  1.60613  -0.85566  2.74893
C  2.64061  -1.94540  2.48525
C  -0.19751  -0.57152  -0.35003
H  0.24059  -1.50250  4.33756
H  0.54277  0.25679  4.23398
H  1.78338  -0.80490  4.89847
H  2.03606  0.10488  2.45255
H  2.19652  -2.94960  2.47915
H  3.11022  -1.76484  1.50725
H  3.41834  -1.92733  3.25297
H  0.88480  -0.33087  -0.30297
H  0.79790  -0.99113  2.02946

As for the total charge: +2. The largest force on an atom comes out at 0.098 hartree/bohr. The value obtained for the relative energy (zero: lowest compared OMol25 entry of this formula, charge and spin) is 43.1 kJ/mol. For the total energy, the calculation gives -55253.1614 eV. For the LUMO energy (spin up / spin down), the calculation gives -8.457 / -9.614 eV.



Among the records above, which one has the highest total charge? C11H27AlI2OP2